(1)
DFT (wB97M-V/def2-TZVPD) results for a cluster of 2 separate species, C11H18 in total.

XYZ file:
```
29
Properties=species:S:1:pos:R:3:forces:R:3
C 3.906496 -1.888392 1.391800 2.0184 0.1765 1.2943
C 2.737815 -1.437680 0.625419 -1.5079 0.4344 -1.7189
C 2.728869 -0.250647 -0.153316 0.6519 -1.2566 1.2615
C 1.766652 -0.035320 -1.112765 -0.0225 0.8262 -1.4637
C 0.779864 -0.963229 -1.430059 0.8711 -0.5809 1.0640
C 0.740804 -2.066746 -0.597812 -1.3467 -0.5401 -0.0972
C 1.623226 -2.269852 0.441073 1.0230 0.2475 0.8366
H 3.883444 -2.883746 1.833157 -0.6891 -0.0990 -0.1372
H 4.234099 -1.243087 2.219938 -0.5022 0.1950 -0.0630
H 4.834546 -1.919698 0.800981 -0.4292 0.0825 -0.3969
H 3.547946 0.425794 0.059992 -0.1079 0.3299 -0.4679
H 1.851018 0.837729 -1.756921 0.0102 0.1110 0.2830
H 0.074098 -0.916083 -2.244065 0.0907 0.4693 -0.1029
H -0.057860 -2.786650 -0.768208 0.1213 -0.0165 0.1899
H 1.500291 -3.038238 1.198991 -0.1206 -0.4411 -0.5439
C -2.853928 1.878984 -1.405221 0.4943 1.3484 -0.9284
C -2.444339 1.054240 -0.190875 -0.0282 0.2292 0.3417
C -1.108189 1.568668 0.328537 0.9631 -0.0082 1.0467
C -3.434294 1.095668 0.967173 -0.2451 -0.9137 0.8845
H -3.870161 2.276456 -1.386171 -0.0729 -0.3139 0.0396
H -2.646162 1.485128 -2.404834 -0.4034 -0.8712 0.2582
H -2.200773 2.763789 -1.510712 -0.3122 0.0445 0.6144
H -2.416421 -0.007633 -0.466035 0.4970 0.1614 -0.0400
H -1.042467 2.647077 0.500617 -0.7042 0.1614 -0.3211
H -0.856679 1.193905 1.333048 -0.1619 -0.4118 -0.3097
H -0.238981 1.365953 -0.281064 -0.0082 -0.3174 -0.4326
H -4.342324 0.520176 0.778681 -0.3356 0.5383 -0.4449
H -3.049679 0.525222 1.824620 0.4344 0.0959 -0.1951
H -3.646908 2.068199 1.404041 -0.1776 0.3188 -0.4512
```
Forces are in eV/Å.

## Properties
- Kohn-Sham gap: 9.9 eV
- Largest force on an atom: 2.4 eV Å⁻¹
- Structure (SMILES): Cc1ccccc1.CC(C)C
- 2S+1: 1


(2)
DFT (wB97M-V/def2-TZVPD) results for a structure of composition C6H6O.

XYZ file:
```
13
Properties=species:S:1:pos:R:3:forces:R:3
C 2.141382 1.723585 -0.246911 -0.6747 -0.6894 0.0502
C 1.236593 0.919041 -0.250117 0.5159 0.3674 0.0872
C 0.099439 0.034834 -0.189440 -0.1647 0.0863 -0.4528
C -1.291574 0.553672 0.061730 -0.9379 -0.2020 0.6182
C -0.702088 -0.462078 0.995578 0.3505 0.4502 0.4154
O -0.762326 -1.805410 0.564508 -0.0233 0.2998 -0.2117
C -0.007644 -1.439092 -0.608247 0.2870 -0.0518 -0.5732
H 2.947684 2.424028 -0.204828 -0.1669 -0.1620 -0.0815
H -2.185676 0.331232 -0.546239 0.7601 -0.1311 0.1160
H -1.340482 1.533690 0.534276 0.1975 -0.1072 -0.2414
H -0.448902 -0.299881 2.025961 -0.2652 0.1718 0.3455
H 0.976995 -1.905428 -0.633158 -0.0831 -0.1921 0.0912
H -0.584659 -1.681299 -1.502632 0.2048 0.1601 -0.1631
```
Forces are in eV/Å.

## Properties
- Kohn-Sham gap: 10.2 eV
- Largest force on an atom: 1.1 eV Å⁻¹
- 2S+1: 1


(3)
DFT (wB97M-V/def2-TZVPD) results for a cluster of 2 separate species, C2H6NO6PS in total.

XYZ file:
```
17
Properties=species:S:1:pos:R:3:forces:R:3
C 0.354878 -0.929429 0.905601 -0.6254 -4.4778 1.6702
C 0.160051 0.967319 0.031963 1.1767 4.7110 -2.9436
N -1.021812 0.967691 -0.703515 0.0321 -0.8929 0.0768
O 1.883571 -0.478868 -1.504113 0.1479 0.2363 0.1425
O 2.850196 1.547017 -0.316856 0.2163 -0.1487 0.3965
O -0.701875 -3.287185 0.678723 0.0700 0.3315 -0.1845
O 1.246715 1.862251 -2.306310 -0.2581 -0.1788 -0.2117
O -2.135096 -1.361760 0.273569 0.2610 -0.2698 0.0779
O -0.408826 -1.967767 -1.363330 -0.0239 0.0696 0.2393
P 1.650373 1.092060 -1.081797 -0.3163 0.3668 0.3981
S -0.796128 -1.953294 0.057505 -0.4654 -0.7715 0.4148
H 0.046400 -0.795498 1.932157 -0.1485 0.4486 0.0647
H 1.372161 -1.247012 0.785132 0.4070 0.3091 -0.3282
H 0.133872 1.584118 0.924279 0.0366 -0.3088 0.4811
H -1.723439 0.332730 -0.309272 -0.2635 0.3447 0.0241
H 1.042683 -0.977373 -1.532824 0.0531 -0.0770 -0.2293
H -0.802482 0.639684 -1.642087 -0.2995 0.3078 -0.0886
```
Forces are in eV/Å.

## Properties
- ⟨S²⟩: 2.008
- Charge: -2
- Kohn-Sham gap (alpha / beta): 3.5 / 6.8 eV
- Largest force on an atom: 5.7 eV Å⁻¹
- 2S+1: 3


(4)
DFT (wB97M-V/def2-TZVPD) results for a structure of composition C36H66Br16F5NbO3PSSi.

XYZ file:
```
130
Properties=species:S:1:pos:R:3:forces:R:3
C 5.557904 0.561195 1.151574 0.0241 -0.4013 0.2491
C 4.300554 -0.264994 0.878624 0.4059 0.1850 0.0502
C 3.259110 0.480842 0.034132 0.0521 -0.1985 0.3316
C 1.789003 0.227112 0.470264 0.6777 0.2437 -0.7412
C 0.871870 -0.199585 -0.693697 0.2811 -1.1546 0.0242
Nb -0.631063 -1.777732 -0.229763 -0.8047 3.8795 1.3730
C -2.382790 -0.544630 -0.835666 -0.1637 -1.1515 -0.9198
C -3.564023 -1.227149 -1.552179 -0.0977 0.6755 -0.1325
O -4.726390 -1.180463 -0.739042 0.1639 -0.1296 -0.1997
Si -6.152663 -1.741158 -1.344166 -0.6815 0.0426 0.2230
C -6.653348 -0.709319 -2.834567 0.3445 0.0697 0.2576
C -6.177650 -3.579239 -1.700471 -0.0870 0.0387 0.0283
C -7.389932 -1.407481 0.007370 0.5253 -0.1755 0.1627
C -0.682158 -1.475012 2.024493 -0.1893 -0.7570 0.3126
C -1.249960 -0.208205 2.534259 -0.0528 0.0455 -0.0907
O -1.111741 0.894815 2.075646 0.1051 0.0664 -0.0333
O -2.063236 -0.363494 3.667687 -0.0943 -0.0163 0.0014
P -2.019901 -4.006696 0.060592 0.1339 0.1020 0.2805
S -3.558761 -3.711834 1.286758 0.0502 0.2003 0.0171
C 1.184156 -3.255531 0.039272 -0.1603 -0.5392 -0.7183
F 2.422821 -2.607043 0.001853 0.0144 0.0385 0.1088
F 1.122068 -3.805465 1.325487 0.0583 0.1034 0.0772
C 1.288536 -4.402811 -0.926801 0.2030 -0.0702 0.0767
C 1.027341 -5.715904 -0.557870 -0.0192 0.0596 0.1180
C 1.144819 -6.754658 -1.468211 -0.0711 0.1011 0.0881
C 1.547043 -6.500492 -2.764577 -0.1558 -0.2523 0.1263
C 1.811443 -5.191521 -3.133124 0.1076 -0.0974 -0.1754
C 2.262600 -4.888174 -4.524490 0.3701 0.1147 -0.1955
F 1.286191 -4.379343 -5.305383 0.0619 -0.0860 0.0846
F 3.270619 -3.983186 -4.539088 -0.1793 -0.0363 -0.0266
F 2.739944 -5.982608 -5.162210 -0.1646 0.0731 0.0081
C 1.683628 -4.153259 -2.233645 0.0448 0.1045 -0.0596
H 5.311192 1.550856 1.535095 -0.0056 0.1560 -0.1339
H 6.155257 0.069060 1.921472 0.1549 -0.0247 -0.0090
H 6.181972 0.640268 0.263532 0.0139 0.2528 -0.0858
H 3.888990 -0.563936 1.843197 -0.2283 0.0111 0.0135
H 4.618249 -1.182792 0.385670 -0.1980 -0.1749 -0.0019
H 3.490738 1.543587 0.125234 -0.0960 0.1383 -0.1710
H 3.391493 0.202856 -1.010133 0.0009 0.0868 -0.1305
H 1.421037 1.175872 0.850456 -0.2989 -0.1731 0.4443
H 1.839541 -0.514664 1.259266 -0.2753 0.0284 0.1889
H 0.319566 0.661220 -1.072682 -0.3033 -0.0416 -0.0242
H 1.477777 -0.569530 -1.521650 0.0897 0.0540 -0.0836
H -0.533907 -2.277575 -1.994540 -0.0093 -0.4983 0.1416
H -1.963879 0.163909 -1.556759 0.2140 0.1309 0.0729
H -2.805297 0.052492 -0.025497 0.2227 -0.0786 0.3138
H -3.338532 -2.248781 -1.871322 -0.0713 -0.1647 0.1571
H -3.782151 -0.663289 -2.467165 0.0716 -0.0704 -0.1886
H -5.875456 -0.689326 -3.597385 -0.0912 -0.1163 -0.2361
H -7.611206 -1.025249 -3.242414 -0.0154 -0.1026 -0.1722
H -6.763085 0.312899 -2.468176 -0.0467 0.1054 -0.0031
H -5.932095 -3.843313 -2.726136 0.1841 -0.0550 -0.0435
H -5.548009 -4.114578 -0.988296 0.1961 -0.0068 -0.0193
H -7.201726 -3.912527 -1.517176 -0.1079 -0.0262 -0.0542
H -6.821092 -1.547736 0.929133 -0.2728 -0.1710 -0.1119
H -8.223029 -2.106446 0.016299 -0.1995 0.0907 -0.0961
H -7.720482 -0.371152 0.013455 -0.2042 0.0441 -0.0112
H -1.278038 -2.282698 2.454590 0.0248 -0.0976 0.0748
H 0.308142 -1.591626 2.473847 0.2041 0.0744 -0.2052
H -1.536844 -0.170732 4.449274 0.0352 0.0639 0.0476
H -1.291588 -5.124161 0.498281 -0.0498 -0.2104 -0.3714
H -2.501924 -4.359974 -1.204535 0.1503 -0.2892 -0.1004
H 0.736697 -5.928409 0.457830 0.0115 -0.0190 0.1138
H 0.911101 -7.757060 -1.142883 0.0361 -0.1410 -0.0666
H 1.647890 -7.315739 -3.463220 0.0326 0.0146 -0.1533
H 1.908147 -3.146506 -2.551696 -0.0329 0.1290 0.0466
Br 5.932736 3.105813 -1.839323 -0.0728 0.0206 -0.0551
C 6.682562 4.690369 -1.008435 0.0558 -0.1724 -0.0730
C 6.821479 4.520069 0.481104 0.0102 0.1505 0.0939
Br 5.110664 4.675347 1.382195 -0.0176 -0.1712 0.0460
H 6.037287 5.522437 -1.269971 0.0006 0.0363 0.0334
H 7.659015 4.829450 -1.467929 0.0272 0.0140 0.0421
H 7.438773 5.314171 0.897902 -0.0134 0.0148 -0.0137
H 7.231265 3.552424 0.758478 -0.0317 -0.0419 -0.0408
Br 4.745469 8.364317 1.691718 0.0078 0.1009 -0.0350
C 5.353350 7.963388 3.492321 -0.0777 0.0233 -0.0610
C 6.750812 8.465855 3.728556 0.1197 -0.0744 0.0473
Br 8.098039 7.347258 2.880688 -0.0131 0.0411 -0.0311
H 5.266250 6.888082 3.617800 0.0238 -0.0209 -0.0308
H 4.654220 8.468538 4.154495 0.0242 0.0221 0.0236
H 6.991908 8.445537 4.788767 -0.0477 -0.0127 0.0204
H 6.897105 9.470101 3.345197 0.0192 0.0164 0.0263
Br -4.186506 -3.273449 -5.064680 0.0274 -0.0738 0.0112
C -5.319277 -3.267157 -6.640030 0.1644 0.1025 0.0852
C -6.593379 -2.497384 -6.411496 -0.1299 -0.0829 -0.0557
Br -7.858031 -3.504390 -5.331567 0.0204 0.0201 0.0257
H -5.506022 -4.303524 -6.901123 -0.0355 -0.0077 -0.0253
H -4.727509 -2.796063 -7.421743 -0.0410 0.0301 -0.0258
H -7.100290 -2.312895 -7.355946 0.0171 -0.0028 -0.0188
H -6.422747 -1.556953 -5.896856 0.0187 0.0011 0.0266
Br -2.609993 -6.677674 -2.396936 0.0073 -0.2533 -0.0962
C -3.959332 -7.939347 -2.992799 0.0745 0.1898 -0.0776
C -5.244673 -7.769950 -2.225985 -0.0722 -0.1214 0.0450
Br -5.123659 -8.520891 -0.437047 0.0111 0.0447 0.0027
H -3.538333 -8.933946 -2.887915 -0.0376 -0.0328 0.0209
H -4.119533 -7.720590 -4.046591 -0.0461 0.0049 -0.0014
H -6.052222 -8.310603 -2.714488 0.0049 -0.0017 -0.0251
H -5.520009 -6.725709 -2.109764 0.0209 0.0232 -0.0052
Br 9.531082 0.943333 0.169799 -0.0700 0.0708 -0.0050
C 10.292301 2.533004 0.983886 0.0693 -0.1843 -0.1007
C 10.434677 2.383490 2.475174 -0.0784 0.1540 0.1165
Br 8.724368 2.546780 3.382974 -0.0139 -0.0326 -0.0293
H 9.648515 3.364051 0.714060 0.0120 0.0444 0.0266
H 11.267699 2.663566 0.520948 0.0223 0.0146 0.0297
H 11.057643 3.179456 2.877052 0.0092 0.0152 -0.0214
H 10.847756 1.420563 2.755730 0.0209 -0.0230 -0.0351
Br -5.982392 2.770484 0.510663 -0.0533 -0.0216 0.0220
C -5.297507 2.615669 2.328214 0.0804 0.0809 -0.1250
C -4.475031 1.371063 2.518923 -0.1192 -0.1362 0.0773
Br -5.598353 -0.208805 2.629729 0.2495 0.2628 0.2590
H -6.161532 2.646259 2.984144 -0.0058 -0.0156 0.0208
H -4.685301 3.501246 2.483477 0.0267 -0.0064 -0.0149
H -3.924686 1.414763 3.453634 0.0484 0.0050 -0.0030
H -3.776395 1.199363 1.706594 0.0178 0.0496 0.0085
Br 7.692579 12.315292 3.482128 0.0548 0.0319 -0.0223
C 7.212040 12.840760 1.670876 -0.0800 -0.0133 0.1033
C 6.984323 11.649094 0.780739 0.0837 -0.0517 -0.1195
Br 8.652264 10.806748 0.247133 -0.0235 -0.0283 0.0757
H 8.011470 13.479548 1.311285 0.0120 0.0054 -0.0211
H 6.296485 13.418788 1.769889 -0.0214 -0.0153 -0.0106
H 6.504177 11.956974 -0.145001 -0.0165 0.0383 0.0074
H 6.385253 10.879129 1.257777 -0.0390 0.0140 -0.0090
Br -8.336193 -2.372845 3.540662 -0.0596 0.0224 0.0211
C -8.094256 -1.245969 5.099907 0.0084 -0.1650 -0.0353
C -9.402072 -0.884101 5.750772 -0.0024 0.1334 0.0235
Br -10.367370 0.475648 4.747047 -0.0225 -0.0447 -0.0123
H -7.536300 -0.377397 4.764631 0.0091 0.0219 0.0136
H -7.482738 -1.826894 5.786835 -0.0049 0.0153 0.0326
H -9.228327 -0.449197 6.732389 0.0256 0.0015 0.0036
H -10.069084 -1.734690 5.841301 0.0030 -0.0268 -0.0035
```
Forces are in eV/Å.

## Properties
- Charge: -1
- Kohn-Sham gap: 6.0 eV
- Largest force on an atom: 4.2 eV Å⁻¹
- 2S+1: 1